Arrangement one

Formula: C2H2ClN
Source: the Open Molecules 2025 dataset
Level of theory: ωB97M-V/def2-TZVPD

Geometry as XYZ:
```
6
C2H2ClN ωB97M-V/def2-TZVPD
C -1.414 -0.071 0.293
C -0.236 -0.591 -0.111
N 0.931 -0.935 0.088
Cl -3.402 -0.133 0.000
H -1.522 1.058 0.568
H 1.697 -1.003 -0.606
```

Summary:
molecular weight: 75.5 g mol⁻¹
total charge: 0
gap between HOMO and LUMO: 8.579 eV
HOMO energy: -9.31 eV
structure (SMILES): N=C=CCl

Here are the natural (NBO) charges for atoms 1 to 4, given in e: -0.33 0.35 -0.58 -0.10

***

Arrangement two

Formula: C2H2ClN
Source: the Open Molecules 2025 dataset
Level of theory: ωB97M-V/def2-TZVPD

Geometry as XYZ:
```
6
C2H2ClN ωB97M-V/def2-TZVPD
C -0.175 0.275 -0.189
C -1.426 -0.106 0.250
N -0.642 -1.013 -0.264
Cl 3.115 0.512 -0.065
H 1.688 0.575 -0.264
H -2.560 -0.243 0.532
```

Summary:
molecular weight: 75.5 g mol⁻¹
total charge: 0
gap between HOMO and LUMO: 10.186 eV
HOMO energy: -10.62 eV
structure (SMILES): C1=CN=1.Cl

Here are the natural (NBO) charges for atoms 1 to 4, given in e: 0.09 0.01 -0.26 -0.40

***

Arrangement three

Formula: C2H2ClN
Source: the Open Molecules 2025 dataset
Level of theory: ωB97M-V/def2-TZVPD

Geometry as XYZ:
```
6
C2H2ClN ωB97M-V/def2-TZVPD
C 0.373 1.646 0.174
C 0.897 0.421 0.497
N 0.041 2.736 -0.076
Cl 2.397 0.043 -0.031
H 0.244 -0.439 0.620
H -0.916 -0.250 -1.322
```

Summary:
molecular weight: 75.5 g mol⁻¹
total charge: 0
gap between HOMO and LUMO (spin up / spin down): 8.723 / 9.558 eV
HOMO energy (spin up / spin down): -9.39 / -11.27 eV

Here are the natural (NBO) charges for atoms 1 to 4, given in e: 0.16 -0.30 -0.24 0.14

***

arrangement one comes first in stability; the runner-up is 23.5 kcal/mol higher.

***

Arrangement one

Formula: C3H10NOS
Source: the Open Molecules 2025 dataset
Level of theory: ωB97M-V/def2-TZVPD

Geometry as XYZ:
```
16
C3H10NOS ωB97M-V/def2-TZVPD
C 0.865 -0.690 -1.765
S 1.971 0.635 -1.158
C 1.295 1.121 0.444
H -0.103 -0.254 -1.947
H 0.798 -1.517 -1.063
H 1.304 -0.942 -2.729
H 1.311 2.210 0.458
H 0.241 0.834 0.495
H 1.895 0.774 1.287
N -3.124 -0.264 1.506
C -1.615 -0.464 1.551
O -1.060 -0.770 0.382
H -3.528 -1.194 1.513
H -3.284 0.080 0.563
H -1.257 0.485 1.985
H -1.514 -1.248 2.348
```

Summary:
molecular weight: 108.2 g mol⁻¹
total charge: -1
gap between HOMO and LUMO: 6.519 eV
HOMO energy: -3.00 eV

Here are the natural (NBO) charges for atoms 1 to 4, given in e: -0.71 0.09 -0.76 0.23

***

Arrangement two

Formula: C3H10NOS
Source: the Open Molecules 2025 dataset
Level of theory: ωB97M-V/def2-TZVPD

Geometry as XYZ:
```
16
C3H10NOS ωB97M-V/def2-TZVPD
C -1.682 0.483 -1.228
N -0.487 0.108 -0.438
C -0.350 0.385 0.984
C 0.919 -0.154 1.766
S 1.488 -1.864 1.415
H -1.536 0.147 -2.287
H -1.682 1.530 -1.121
H -2.638 0.051 -0.692
H -0.577 -0.835 -0.458
H -0.381 1.465 1.212
H -1.192 -0.113 1.628
H 0.584 -0.269 2.828
H 1.666 0.543 1.547
H 1.524 -0.469 -2.333
H 1.989 -0.403 -0.964
O 2.356 -0.605 -1.859
```

Summary:
molecular weight: 108.2 g mol⁻¹
total charge: -1
gap between HOMO and LUMO: 6.134 eV
HOMO energy: -2.47 eV

Here are the natural (NBO) charges for atoms 1 to 4, given in e: -0.41 -0.64 -0.23 -0.53

***

arrangement one comes first in stability; the runner-up is 2.2 kcal/mol higher.

***

Arrangement one

Formula: C3H10NOS
Source: the Open Molecules 2025 dataset
Level of theory: ωB97M-V/def2-TZVPD

Geometry as XYZ:
```
16
C3H10NOS ωB97M-V/def2-TZVPD
C -0.581 0.232 1.407
C -1.793 0.600 0.578
S -3.305 -0.377 0.907
H 0.271 0.082 0.683
H -0.174 1.084 1.959
H -0.615 -0.660 2.026
H -1.636 0.810 -0.472
H -2.238 1.520 0.995
H -2.732 -1.584 0.895
N 1.995 -1.122 -1.143
C 1.763 0.338 -1.491
O 0.777 0.935 -0.836
H 1.229 -1.768 -1.177
H 2.707 -1.241 -0.442
H 1.581 0.345 -2.610
H 2.750 0.807 -1.280
```

Summary:
molecular weight: 108.2 g mol⁻¹
total charge: -1
gap between HOMO and LUMO: 6.021 eV
HOMO energy: -2.73 eV

Here are the natural (NBO) charges for atoms 1 to 4, given in e: -0.71 -0.48 -0.12 0.33

***

Arrangement two

Formula: C3H10NOS
Source: the Open Molecules 2025 dataset
Level of theory: ωB97M-V/def2-TZVPD

Geometry as XYZ:
```
16
C3H10NOS ωB97M-V/def2-TZVPD
C 0.534 1.255 -0.197
C 1.114 -0.144 -0.024
C 0.089 -1.271 -0.167
S -1.298 -1.213 1.107
N 1.774 -0.274 1.287
H 0.350 1.408 -1.276
H -0.404 1.501 0.279
H 1.299 2.005 0.012
H 1.841 -0.366 -0.818
H 0.590 -2.243 -0.094
H -0.362 -1.330 -1.162
H 1.149 -0.877 1.826
H 1.683 0.578 1.833
H -2.797 -0.034 -1.568
H -2.551 0.373 -0.110
O -3.009 0.633 -0.928
```

Summary:
molecular weight: 108.2 g mol⁻¹
total charge: -1
gap between HOMO and LUMO: 7.041 eV
HOMO energy: -2.96 eV

Here are the natural (NBO) charges for atoms 1 to 4, given in e: -0.63 -0.07 -0.51 -0.74

***

arrangement two comes first in stability; the runner-up is 49.5 kcal/mol higher.

***

Arrangement one

Formula: C3H10NOS
Source: the Open Molecules 2025 dataset
Level of theory: ωB97M-V/def2-TZVPD

Geometry as XYZ:
```
16
C3H10NOS ωB97M-V/def2-TZVPD
C 1.831 -0.940 0.551
S 2.128 0.179 -0.835
C 1.012 1.508 -0.347
H 0.796 -1.275 0.573
H 2.528 -1.762 0.394
H 2.104 -0.426 1.469
H 1.505 2.164 0.370
H 0.136 1.070 0.146
H 0.726 2.069 -1.230
N -2.117 0.057 -0.946
C -1.832 -0.776 0.294
O -1.581 -0.068 1.376
H -1.281 0.135 -1.520
H -2.246 1.000 -0.586
H -1.006 -1.476 -0.038
H -2.704 -1.459 0.330
```

Summary:
molecular weight: 108.2 g mol⁻¹
total charge: -1
gap between HOMO and LUMO: 5.980 eV
HOMO energy: -2.70 eV

Here are the natural (NBO) charges for atoms 1 to 4, given in e: -0.73 0.12 -0.77 0.25

***

Arrangement two

Formula: C3H10NOS
Source: the Open Molecules 2025 dataset
Level of theory: ωB97M-V/def2-TZVPD

Geometry as XYZ:
```
16
C3H10NOS ωB97M-V/def2-TZVPD
C -0.178 1.057 -0.609
C -0.850 1.295 0.737
S 0.181 1.704 2.165
C -0.385 -0.402 -1.164
N 0.853 -1.002 -1.722
H 0.871 1.402 -0.530
H -0.525 1.698 -1.407
H -1.278 0.324 1.029
H -1.742 1.943 0.831
H -1.081 -0.347 -1.990
H -0.708 -1.050 -0.356
H 1.301 -1.473 -0.937
H 1.552 -0.314 -1.958
H 1.018 -0.933 1.907
H 0.087 -2.006 2.285
O 0.885 -1.896 1.720
```

Summary:
molecular weight: 108.2 g mol⁻¹
total charge: -1
gap between HOMO and LUMO: 6.652 eV
HOMO energy: -2.61 eV

Here are the natural (NBO) charges for atoms 1 to 4, given in e: -0.45 -0.55 -0.73 -0.21

***

Arrangement three

Formula: C3H10NOS
Source: the Open Molecules 2025 dataset
Level of theory: ωB97M-V/def2-TZVPD

Geometry as XYZ:
```
16
C3H10NOS ωB97M-V/def2-TZVPD
C -0.218 -0.353 1.221
C 0.668 -0.842 0.130
C 0.396 0.064 -1.122
S 1.077 1.769 -1.128
N 0.333 -2.517 0.387
H 0.245 -0.840 2.120
H -1.255 -0.256 0.975
H -0.089 0.715 1.128
H 1.094 -1.831 -0.475
H 1.142 -0.315 -1.900
H -0.642 0.107 -1.583
H 1.602 -0.666 0.620
H -0.519 -2.647 -0.217
H -0.575 2.201 -0.088
H -1.772 3.059 -0.384
O -1.485 2.351 0.314
```

Summary:
molecular weight: 108.2 g mol⁻¹
total charge: -1
gap between HOMO and LUMO: 7.187 eV
HOMO energy: -3.25 eV

Here are the natural (NBO) charges for atoms 1 to 4, given in e: -0.59 -0.31 -0.56 -0.62

***

Arrangement four

Formula: C3H10NOS
Source: the Open Molecules 2025 dataset
Level of theory: ωB97M-V/def2-TZVPD

Geometry as XYZ:
```
16
C3H10NOS ωB97M-V/def2-TZVPD
C 1.011 -0.378 -1.282
N -0.210 -1.136 -1.118
C -0.875 -0.830 0.164
C -1.610 0.525 0.181
S -1.160 1.675 1.497
H 1.545 -0.721 -2.172
H 1.669 -0.554 -0.438
H 0.868 0.711 -1.336
H -0.862 -0.875 -1.850
H -1.571 -1.650 0.352
H -0.130 -0.882 0.960
H -2.671 0.314 0.253
H -1.486 1.001 -0.801
H 2.183 0.277 1.628
H 1.170 1.361 1.937
O 2.131 1.164 2.023
```

Summary:
molecular weight: 108.2 g mol⁻¹
total charge: -1
gap between HOMO and LUMO: 6.691 eV
HOMO energy: -2.71 eV

Here are the natural (NBO) charges for atoms 1 to 4, given in e: -0.41 -0.63 -0.23 -0.56

***

arrangement four comes first in stability; the runner-up is 5.8 kcal/mol higher.

***

Arrangement one

Formula: C4H5I
Source: the Open Molecules 2025 dataset
Level of theory: ωB97M-V/def2-TZVPD

Geometry as XYZ:
```
10
C4H5I ωB97M-V/def2-TZVPD
C -0.198 1.252 -0.364
C -0.954 0.506 0.560
C 0.384 0.094 0.056
C 1.377 -0.875 -0.081
I -3.740 -0.168 0.105
H 0.046 2.127 -0.861
H -1.572 0.617 1.408
H 1.298 -1.596 0.673
H 2.241 -0.494 -0.523
H 1.117 -1.464 -0.973
```

Summary:
molecular weight: 180.0 g mol⁻¹
total charge: 0
gap between HOMO and LUMO: 7.428 eV
HOMO energy: -7.78 eV

Here are the natural (NBO) charges for atoms 1 to 4, given in e: -0.13 -0.01 0.13 -0.71

***

Arrangement two

Formula: C4H5I
Source: the Open Molecules 2025 dataset
Level of theory: ωB97M-V/def2-TZVPD

Geometry as XYZ:
```
10
C4H5I ωB97M-V/def2-TZVPD
C -0.827 -1.293 -0.149
C -1.370 -0.105 -0.324
C -0.217 -0.072 0.519
C 1.312 0.573 0.044
I -2.936 1.096 -1.099
H -0.658 -2.343 -0.390
H -0.453 0.108 1.591
H 1.769 -0.123 -0.727
H 2.021 0.629 0.946
H 1.360 1.531 -0.413
```

Summary:
molecular weight: 180.0 g mol⁻¹
total charge: 0
gap between HOMO and LUMO: 9.331 eV
HOMO energy: -8.99 eV
structure (SMILES): C[C@@H]1C=C1I

Here are the natural (NBO) charges for atoms 1 to 4, given in e: -0.20 -0.14 -0.23 -0.64

***

arrangement two comes first in stability; the runner-up is 13.2 kcal/mol higher.

***

Arrangement one

Formula: CH3N2O
Source: the Open Molecules 2025 dataset
Level of theory: ωB97M-V/def2-TZVPD

Geometry as XYZ:
```
7
CH3N2O ωB97M-V/def2-TZVPD
C -0.733 -0.211 0.071
N -1.287 1.016 0.182
N 0.487 -0.598 0.196
O -1.855 -0.820 -0.035
H -1.740 1.543 -0.564
H 1.237 0.080 0.306
H 0.739 -1.584 0.227
```

Summary:
molecular weight: 59.0 g mol⁻¹
total charge: +1
gap between HOMO and LUMO (spin up / spin down): 9.407 / 9.655 eV
HOMO energy (spin up / spin down): -18.34 / -18.23 eV

Here are the natural (NBO) charges for atoms 1 to 4, given in e: 0.70 -0.18 -0.70 -0.18

***

Arrangement two

Formula: CH3N2O
Source: the Open Molecules 2025 dataset
Level of theory: ωB97M-V/def2-TZVPD

Geometry as XYZ:
```
7
CH3N2O ωB97M-V/def2-TZVPD
C -0.624 -0.293 -0.291
N -2.942 0.051 0.082
N -1.835 -0.011 -0.029
O -0.064 -1.367 0.126
H -0.515 1.341 1.026
H 0.010 0.523 -0.921
H 0.704 -1.664 -0.432
```

Summary:
molecular weight: 59.0 g mol⁻¹
total charge: +1
gap between HOMO and LUMO (spin up / spin down): 8.740 / 9.421 eV
HOMO energy (spin up / spin down): -16.37 / -15.79 eV

Here are the natural (NBO) charges for atoms 1 to 4, given in e: 0.30 0.34 -0.03 -0.56

***

Arrangement three

Formula: CH3N2O
Source: the Open Molecules 2025 dataset
Level of theory: ωB97M-V/def2-TZVPD

Geometry as XYZ:
```
7
CH3N2O ωB97M-V/def2-TZVPD
C 0.691 0.337 1.037
N -1.932 -0.845 -1.782
N -1.209 -1.240 -1.032
O 0.002 0.255 0.055
H 1.062 1.441 1.178
H 1.244 -0.576 1.520
H -2.335 -0.233 -2.391
```

Summary:
molecular weight: 59.0 g mol⁻¹
total charge: +1
gap between HOMO and LUMO: 8.027 eV
HOMO energy: -14.73 eV

Here are the natural (NBO) charges for atoms 1 to 4, given in e: 0.31 -0.06 0.47 -0.55

***

arrangement three comes first in stability; the runner-up is 1.4 kcal/mol higher.